No. 1
2 unconnected molecules or ions with the total composition C36H57N3OP in a non-equilibrium geometry. Source: the Open Molecules 2025 dataset; level of theory: the ωB97M-V functional and the def2-TZVPD basis.

Net charge: +1
E_tot: -1986.5705 hartree
Gap between HOMO and LUMO: 5.611 eV
M: 578.85 g mol⁻¹
Lowest unoccupied orbital energy: -4.8 eV
HOMO: -10.43 eV

XYZ file:
```
98
Properties=species:S:1:pos:R:3:forces:R:3
P 0.05611 0.40748 3.94803 -0.045 -0.127 -0.013
O -1.06777 5.41037 -4.84006 0.200 -0.824 0.369
N -0.25517 2.35397 -3.13027 0.689 -0.477 1.066
N 1.34791 -6.25095 -1.71908 0.085 0.638 0.410
N -1.19032 3.12105 -5.14318 0.352 0.422 1.256
C 1.68966 -4.15475 -0.45255 -0.086 -0.579 -0.306
C -0.91128 4.27470 -4.44354 -0.041 -0.653 -0.653
C -0.38887 3.84353 -3.07984 0.745 0.063 0.826
C 1.42645 0.25322 2.73622 0.115 0.107 -0.022
C -1.65392 2.44763 3.17274 -0.298 0.500 -0.081
C 2.70510 -0.23862 3.38980 0.499 -0.126 0.035
C 0.40504 0.21593 -2.22523 0.344 -1.807 0.349
C -1.33203 4.28438 -1.95769 -0.428 -0.204 0.265
C 3.26780 0.73627 4.42813 -0.164 0.141 0.047
C -0.72391 7.90079 -1.04422 0.215 0.120 0.152
C 0.58096 -2.70033 -2.53409 0.113 0.342 0.340
C 0.30938 1.58039 -2.14362 -1.469 2.476 -2.462
C -1.49279 5.77235 -1.85256 -0.006 0.222 -0.056
C -1.23441 1.04033 2.79120 -0.073 0.024 0.082
C 0.32505 1.20938 -5.26839 0.213 -0.002 0.035
C -2.31762 2.52778 4.55191 0.057 -0.210 0.030
C -1.73778 8.53799 -1.72818 -0.004 0.244 0.051
C 0.96221 -0.60643 -1.26049 -0.538 1.091 -0.938
C 0.21405 -7.12988 -1.42552 0.457 0.672 -0.131
C 4.54013 0.23122 5.09186 0.122 -0.028 0.029
C 1.59908 -2.79060 -0.34504 -0.218 0.566 -0.363
C 2.46864 -6.86336 -2.43589 -0.511 0.561 0.323
C 0.67624 -4.06239 -2.63613 0.089 -0.246 0.165
C -1.74659 3.18100 -6.48266 0.071 -0.454 0.013
C -1.60810 -1.59378 4.88085 -0.265 -0.198 0.383
C -2.51320 6.42582 -2.52932 0.033 -0.194 0.011
C -2.70305 -3.45072 3.51718 -0.041 -0.106 -0.146
C -2.00568 0.97073 -4.25912 -0.122 0.014 0.147
C 1.23403 -4.82325 -1.60085 0.132 -0.873 -0.035
C -0.78342 1.86312 -4.45039 -0.284 0.179 -0.644
C -0.60125 6.52798 -1.10731 -0.014 -0.219 -0.075
C 1.04201 -2.01647 -1.38541 0.068 -1.000 -0.045
C -2.13247 -3.03650 4.86536 -0.012 -0.003 0.329
C -0.44198 -1.35740 3.94169 0.096 -0.038 0.047
C -2.75968 3.93587 4.92072 -0.060 0.116 0.025
C -2.63510 7.79845 -2.46865 -0.192 -0.018 -0.130
H -0.84134 0.99979 1.77154 -0.003 0.028 -0.082
H -1.93461 -3.45803 2.74152 0.000 -0.029 0.002
H 0.50640 -7.88660 -0.69945 -0.033 -0.140 0.070
H -1.79002 0.08720 -3.66376 -0.009 -0.028 -0.062
H -3.17825 1.84587 4.57934 0.033 0.092 -0.091
H -3.14162 -4.45162 3.54670 0.055 0.087 0.057
H -1.82734 9.61113 -1.68561 -0.014 0.151 0.022
H -2.90255 -3.15391 5.64153 0.125 0.108 -0.187
H 1.57646 1.23239 2.27623 0.108 0.138 -0.004
H 3.46892 -0.43361 2.62247 -0.047 0.077 0.095
H -1.91614 4.62946 4.91953 0.030 -0.034 0.004
H -0.68932 -1.63532 2.91555 -0.054 -0.063 -0.114
H 4.37005 -0.71740 5.60577 -0.043 0.012 -0.003
H -0.99044 3.88307 -0.99739 0.156 -0.003 -0.115
H 5.33152 0.06286 4.35803 -0.007 0.014 -0.018
H -1.02644 2.81239 -7.21027 0.017 0.005 -0.141
H 2.50168 0.93581 5.18963 0.160 -0.092 -0.124
H 4.92377 0.93888 5.83120 -0.080 -0.037 -0.085
H 1.35598 -0.14527 -0.37448 0.197 0.098 0.472
H -0.05593 0.88683 -6.23533 -0.084 -0.011 0.012
H 0.19709 6.03173 -0.58215 0.231 -0.091 0.208
H -2.34070 2.85388 2.41540 0.024 -0.053 0.125
H -1.32532 -3.72244 5.15596 -0.044 0.113 -0.083
H -2.43001 -0.91182 4.62545 0.004 -0.092 -0.023
H 0.42055 -1.95887 4.23459 0.008 -0.093 0.107
H -2.31129 3.82997 -2.13415 0.002 -0.049 -0.070
H -2.39085 0.63807 -5.22080 0.070 0.017 -0.074
H 2.11623 -7.35838 -3.33894 0.012 -0.145 -0.218
H -0.02404 8.47603 -0.46108 0.120 0.081 0.096
H -3.48422 -2.76036 3.19138 -0.033 0.027 0.032
H -0.77721 3.10937 3.15314 -0.034 -0.033 0.079
H -1.30971 -1.30810 5.90039 -0.029 -0.147 -0.187
H 2.96418 -7.59508 -1.80008 0.099 -0.126 0.009
H 1.95543 -2.29186 0.54043 0.096 0.099 0.227
H -2.79653 1.52174 -3.75317 -0.010 0.074 0.027
H 0.32590 -4.56912 -3.51888 -0.066 -0.097 -0.169
H -1.99226 4.21316 -6.72660 0.113 -0.029 0.231
H 3.19426 -6.10342 -2.72084 0.009 0.009 0.035
H 0.76396 0.34744 -4.77320 -0.035 -0.048 -0.079
H -1.62302 2.14178 5.31038 -0.072 0.125 -0.141
H -3.49494 4.32080 4.21046 0.000 -0.027 -0.009
H -3.19025 5.85380 -3.14144 -0.212 -0.094 -0.071
H 3.45373 1.70626 3.94765 0.023 -0.116 -0.009
H -0.12856 -7.62304 -2.33334 -0.146 -0.166 -0.149
H 1.12203 1.93049 -5.44295 0.028 0.049 -0.007
H 0.69143 2.08216 -1.27294 0.000 0.482 0.174
H -2.09100 0.36400 2.81937 -0.084 0.022 0.039
H 0.15105 -2.15359 -3.35355 -0.097 0.075 -0.205
H -0.61277 -6.55429 -1.01291 0.017 0.012 0.031
H 0.60856 4.27623 -2.92795 -0.191 0.013 -0.021
H 1.09416 -0.42472 1.94659 -0.015 -0.127 -0.128
H 0.01626 -0.25860 -3.10151 -0.058 -0.066 -0.076
H 2.52770 -1.21094 3.86799 -0.005 0.093 0.002
H -3.42536 8.29327 -3.00921 -0.120 0.047 -0.079
H -3.21306 3.97470 5.91449 0.051 -0.058 -0.090
H -2.65281 2.58097 -6.54321 -0.066 -0.011 -0.049
H 2.11691 -4.73282 0.34819 0.078 -0.159 0.121
```
Forces are in eV/Å.

No. 2
A molecular structure, C2H6NO2P in a non-equilibrium geometry. Source: the Open Molecules 2025 dataset; level of theory: the ωB97M-V functional and the def2-TZVPD basis.

E_tot: -626.3307 hartree
Gap between HOMO and LUMO: 9.192 eV
M: 107.05 g mol⁻¹
Lowest unoccupied orbital energy: 0.3 eV
HOMO: -8.85 eV

XYZ file:
```
12
Properties=species:S:1:pos:R:3:forces:R:3
P -0.13184 1.64371 -1.02850 0.831 -2.069 0.628
O -0.51113 0.13178 2.23993 2.333 -0.579 0.704
O -2.22351 0.31191 0.87739 0.105 0.140 -0.251
N 1.12413 -0.89216 0.42089 -1.861 -5.625 -1.112
C -0.11949 -0.46241 -0.04504 -0.927 1.844 -1.412
C -1.06495 0.03858 1.06702 -1.479 -1.123 -1.827
H -0.32142 2.38398 0.16692 -0.147 -0.318 0.066
H 1.52268 -1.78357 -0.00703 -0.909 1.986 0.841
H 1.78161 -0.28179 0.60911 3.997 3.801 0.852
H 1.29778 1.75972 -0.85045 -0.434 -0.092 -0.242
H -0.45600 -1.27021 -0.76437 -0.558 1.620 0.860
H 0.38702 -0.29892 2.06421 -0.949 0.416 0.893
```
Forces are in eV/Å.

No. 3
A molecular structure, C18H28NNd in a non-equilibrium geometry. Source: the Open Molecules 2025 dataset; level of theory: the ωB97M-V functional and the def2-TZVPD basis.

Net charge: +2
E_tot: -1318.1020 hartree
Gap between HOMO and LUMO (alpha / beta): 5.849 / 5.991 eV
M: 402.67 g mol⁻¹
Lowest unoccupied orbital energy (alpha / beta): -8.2 / -8.2 eV
Spin multiplicity: 4
HOMO (alpha / beta): -14.07 / -14.14 eV

XYZ file:
```
48
Properties=species:S:1:pos:R:3:forces:R:3
Nd -0.36512 -0.49896 0.69815 1.207 -1.685 0.601
N -0.90165 2.22989 1.42140 -2.568 1.317 -2.200
C -1.84707 -2.78922 -1.05664 -0.126 -0.215 -0.289
C -1.06230 -1.56477 -1.38424 0.743 1.270 -0.247
C 0.36556 -1.50978 -1.60867 -0.895 0.346 -0.425
C 2.65886 -3.10689 2.63015 0.564 -0.616 0.790
C 0.32127 2.45315 2.05850 -0.726 0.294 -0.653
C -1.54866 4.53784 1.86072 0.063 -0.378 -0.144
C -0.34582 4.76587 2.54137 -0.501 -0.830 -0.410
C -1.56244 -0.21166 -1.47633 1.307 -0.549 0.159
C 0.72470 -0.15423 -1.90000 -0.857 -0.474 0.063
C -2.97284 0.23635 -1.25162 -0.054 -0.352 -0.309
C 0.52361 -2.50836 1.52349 0.083 -0.486 -1.606
C -0.55946 2.07008 -2.23646 -0.002 0.242 0.040
C -0.44437 0.65253 -1.77282 -0.361 -0.894 -0.162
C 1.95680 -2.08034 1.72153 0.987 -0.530 0.214
C 0.60338 3.72705 2.59620 -0.012 -0.521 -0.448
C 1.99954 0.27784 -2.56149 0.376 0.208 0.410
C 1.24793 -2.69594 -1.80908 0.026 -0.209 0.001
C -1.73212 3.32101 1.21540 0.093 -0.648 1.631
H 1.92179 0.29420 -3.66154 -0.228 -0.079 0.400
H 1.58789 3.95199 3.03853 -0.576 -0.545 -0.209
H 2.17570 -3.09772 3.63719 0.493 -0.007 -0.650
H 0.42525 2.53404 -2.36818 -0.268 -0.070 0.092
H 2.82414 -0.39664 -2.31288 -0.088 0.201 -0.035
H 0.94513 -3.21527 -2.72759 0.110 0.020 0.178
H 1.16631 -3.39967 -0.97674 0.077 -0.017 -0.190
H 1.05749 1.64334 2.02529 -0.215 0.331 0.370
H 0.06309 -2.53843 2.49099 -0.649 -0.055 1.023
H -3.06412 1.20572 -0.72813 -0.048 -0.115 -0.131
H -2.81614 -2.55436 -0.60061 0.129 -0.142 -0.052
H 2.07872 -1.08199 2.17474 -0.173 0.224 0.224
H -3.39326 0.36366 -2.25592 -0.426 0.224 0.284
H -2.65592 3.10569 0.69054 0.102 0.087 -0.059
H 0.51070 -3.56252 1.13105 -0.198 1.089 0.180
H -2.39553 5.23411 1.84422 0.678 0.001 -0.175
H -2.04941 -3.25048 -2.02928 -0.222 -0.341 0.258
H 3.76992 -2.94641 2.75102 -1.221 -0.044 -0.140
H -0.16152 5.72526 3.00832 0.112 -0.084 0.051
H -3.57399 -0.52482 -0.73161 0.087 0.337 -0.135
H -1.58323 1.37986 0.69112 3.262 2.487 2.101
H 2.50154 -4.14540 2.22723 0.217 1.043 0.246
H 2.27544 1.28872 -2.24320 0.110 -0.160 -0.121
H 2.29462 -2.40422 -1.92567 -0.161 -0.113 0.076
H -1.07129 2.11033 -3.21266 0.121 0.027 0.363
H -1.13431 2.67631 -1.52565 0.012 0.127 -0.249
H 2.54943 -2.03139 0.80871 -0.230 -0.016 -0.450
H -1.30823 -3.51538 -0.42885 -0.155 0.299 -0.264
```
Forces are in eV/Å.